No. 1
{"formula": "CHF2NO2S", "method": "the ωB97M-V functional and the def2-TZVPD basis", "molar_mass_g_mol": 129.09, "total_charge": 0, "energy_ev": -22904.0497, "lumo_energy_ev": [-1.7370, -1.7344], "orbital_gap_ev": [7.495, 7.498], "relative_energy_kcal_mol": 85.7, "e_homo_ev": [-9.232, -9.232], "species": ["C", "N", "O", "O", "F", "F", "S", "H"], "positions_angstrom": [[-0.98, 0.78, 0.10], [1.06, -1.43, 0.13], [0.07, 1.11, -0.28], [2.15, -0.64, -0.14], [-2.05, 0.63, -0.75], [-1.53, 0.93, 1.29], [-0.60, -1.61, 0.24], [1.87, 0.23, -0.59]]}

---

No. 2
{"formula": "CHF2NO2S", "method": "the ωB97M-V functional and the def2-TZVPD basis", "molar_mass_g_mol": 129.09, "total_charge": 0, "energy_ev": -22907.5901, "lumo_energy_ev": -1.0126, "orbital_gap_ev": 10.759, "relative_energy_kcal_mol": 4.1, "e_homo_ev": -11.772, "species": ["C", "N", "O", "O", "F", "F", "S", "H"], "positions_angstrom": [[1.32, 0.76, 0.00], [-2.36, -0.68, 0.15], [0.48, 1.57, 0.11], [0.13, -1.03, -0.24], [1.96, 0.18, 1.00], [1.99, 0.47, -1.10], [-1.17, -1.59, 0.12], [-2.35, 0.32, -0.03]]}

---

Respective maximum force values: 4.14, 1.70 eV/Å.